No. 1
Entry from OMol25: 7 unconnected molecules or ions with the total composition C36H49F2IN9Si in a non-equilibrium geometry (ωB97M-V/def2-TZVPD).

Properties
Orbital gap (eV): 4.34
Total charge: +1
Lowest unoccupied orbital energy (eV): -5.07

Last column: Mulliken charge in e.
Cartesian coordinates (Å):
C1 2.606 -1.190 0.554  -0.79
Si1 2.529 0.398 1.611  0.39
C2 2.964 -0.080 3.437  -0.97
C3 0.822 1.275 1.639  0.46
C4 -0.417 0.373 1.150  -1.03
C5 -1.193 0.929 -0.129  0.84
F1 -1.700 -0.236 -0.822  -0.31
F2 -0.341 1.584 -1.083  -0.20
N1 -2.380 1.767 0.157  -0.20
C6 -2.190 2.671 1.296  0.56
N2 -1.203 3.714 1.408  -0.33
N3 -3.054 2.548 2.326  -0.72
I1 -4.527 1.091 2.167  0.35
C7 3.821 1.740 1.107  0.84
C8 3.444 2.918 0.137  -0.12
C9 4.450 4.049 -0.259  -0.52
C10 5.875 3.995 0.334  -0.38
C11 6.285 2.824 1.255  -0.55
C12 5.281 1.714 1.636  -0.42
H1 2.143 -1.112 -0.486  0.23
H2 2.058 -2.016 1.152  0.32
H3 3.685 -1.584 0.430  0.13
H4 2.331 0.595 4.105  0.19
H5 4.072 0.154 3.634  0.25
H6 2.748 -1.194 3.613  0.29
H7 0.902 2.200 0.979  -0.28
H8 0.578 1.608 2.720  -0.06
H9 -0.099 -0.706 0.884  0.46
H10 -1.164 0.244 2.025  0.20
H11 -2.567 2.397 -0.655  0.31
H12 -0.762 3.952 0.510  0.23
H13 -1.539 4.538 1.923  0.32
H14 -3.006 3.142 3.167  0.28
H15 2.401 3.003 -0.332  0.00
H16 4.076 4.878 -0.957  0.33
H17 6.592 4.834 0.055  0.32
H18 7.335 2.765 1.683  0.33
H19 5.644 0.881 2.325  0.17
N4 0.839 2.700 -5.846  0.00
C13 -0.232 2.596 -4.998  -1.03
C14 0.253 2.408 -3.726  0.03
C15 1.668 2.405 -3.810  -0.22
C16 2.001 2.589 -5.128  -1.07
H20 0.782 2.837 -6.842  0.17
H21 -1.242 2.663 -5.372  0.36
H22 -0.342 2.287 -2.836  0.70
H23 2.365 2.282 -2.994  0.53
H24 2.961 2.650 -5.616  0.37
N5 -2.692 1.877 5.485  0.16
C17 -3.740 1.919 6.369  -0.40
C18 -3.221 1.955 7.639  -0.51
C19 -1.808 1.940 7.519  -0.62
C20 -1.510 1.895 6.180  -0.27
H25 -2.777 1.839 4.484  0.22
H26 -4.761 1.917 6.017  0.36
H27 -3.794 1.990 8.553  0.41
H28 -1.090 1.962 8.325  0.40
H29 -0.563 1.872 5.663  0.36
N6 6.564 -3.247 -1.619  0.04
C21 5.593 -3.800 -2.410  -0.80
C22 4.726 -2.801 -2.778  0.24
C23 5.194 -1.598 -2.191  -0.39
C24 6.331 -1.904 -1.484  -0.83
H30 7.331 -3.749 -1.202  0.19
H31 5.602 -4.854 -2.641  0.38
H32 3.852 -2.921 -3.400  0.05
H33 4.748 -0.618 -2.277  0.65
H34 6.993 -1.283 -0.898  0.44
N7 -6.246 -1.932 3.947  0.09
C25 -6.554 -2.078 2.618  -0.49
C26 -6.783 -3.410 2.380  -0.24
C27 -6.615 -4.093 3.609  -0.70
C28 -6.287 -3.156 4.558  -0.37
H35 -6.027 -1.062 4.403  0.13
H36 -6.581 -1.222 1.959  0.38
H37 -7.045 -3.845 1.426  0.41
H38 -6.722 -5.154 3.780  0.39
H39 -6.078 -3.255 5.613  0.38
N8 1.226 -1.114 -6.920  0.06
C29 1.548 -2.445 -6.865  -0.58
C30 2.103 -2.695 -5.634  -0.53
C31 2.111 -1.472 -4.918  0.10
C32 1.561 -0.515 -5.735  -0.53
H40 0.807 -0.649 -7.709  0.20
H41 1.356 -3.095 -7.705  0.39
H42 2.463 -3.653 -5.288  0.40
H43 2.477 -1.310 -3.915  0.45
H44 1.383 0.538 -5.572  0.23
N9 -4.472 -2.263 -1.361  0.09
C33 -5.755 -2.712 -1.192  -0.57
C34 -5.834 -3.978 -1.717  -0.45
C35 -4.550 -4.309 -2.217  -0.62
C36 -3.729 -3.234 -1.981  -0.35
H45 -4.127 -1.362 -1.074  0.15
H46 -6.499 -2.092 -0.715  0.46
H47 -6.718 -4.598 -1.739  0.43
H48 -4.259 -5.232 -2.696  0.39
H49 -2.684 -3.075 -2.201  0.46

***

No. 2
Entry from OMol25: 2 unconnected molecules or ions with the total composition C36H49F3N3O4 in a non-equilibrium geometry (ωB97M-V/def2-TZVPD).

Properties
Orbital gap (eV): 5.91
Total charge: +1
Lowest unoccupied orbital energy (eV): -4.44

Last column: Mulliken charge in e.
Cartesian coordinates (Å):
C1 7.577 2.057 1.793  -1.01
C2 6.230 2.288 0.962  -0.26
C3 5.002 1.556 1.652  -1.12
C4 4.042 1.068 0.517  0.21
C5 2.749 1.717 0.174  0.13
C6 2.274 2.965 0.983  -0.28
C7 1.718 4.168 0.111  -1.06
C8 0.305 4.626 0.710  0.28
C9 -0.772 4.956 -0.405  -0.33
C10 -2.172 5.104 0.357  -0.99
C11 -2.808 3.714 0.772  0.24
C12 -3.173 3.608 2.320  -1.08
C13 -2.011 2.945 3.182  0.09
O1 -1.191 4.001 3.723  -0.36
C14 0.123 3.544 4.069  -0.54
C15 1.989 1.077 -0.923  0.54
C16 0.619 1.662 -1.391  -0.15
O2 -0.425 1.477 -0.834  -0.60
N1 0.672 2.528 -2.575  0.03
C17 -0.474 2.315 -3.447  0.47
O3 -1.007 3.258 -3.918  -0.42
F1 -0.954 1.074 -3.800  -0.17
C18 2.479 -0.152 -1.633  0.04
C19 1.673 -0.865 -2.776  -1.30
C20 0.730 -2.023 -2.275  -0.77
C21 -0.525 -1.494 -1.477  0.19
C22 -1.589 -2.627 -1.162  -0.56
C23 -2.974 -1.866 -0.942  -0.51
O4 -4.001 -2.828 -0.749  -0.29
C24 -5.272 -2.219 -0.474  -0.52
C25 3.755 -0.686 -1.178  0.61
C26 4.360 -1.982 -1.797  0.00
C27 5.608 -1.983 -2.542  -0.32
C28 6.233 -3.171 -3.152  -0.56
C29 5.459 -4.412 -2.882  -0.44
C30 4.244 -4.253 -2.084  -0.28
N2 3.675 -3.139 -1.569  -0.32
N3 4.460 -0.068 -0.165  0.43
F2 5.620 -0.650 0.202  -0.20
H1 8.200 1.329 1.198  0.28
H2 7.304 1.632 2.795  0.32
H3 8.191 2.994 1.878  0.31
H4 5.990 3.387 0.864  0.35
H5 6.371 1.878 -0.074  0.33
H6 5.393 0.633 2.175  0.49
H7 4.498 2.175 2.432  0.53
H8 1.572 2.602 1.780  -0.03
H9 3.177 3.361 1.534  0.10
H10 2.399 5.058 0.254  0.50
H11 1.685 3.969 -0.990  0.48
H12 -0.147 3.798 1.332  -0.64
H13 0.451 5.510 1.399  0.53
H14 -0.569 5.903 -0.965  0.47
H15 -0.830 4.059 -1.072  -0.09
H16 -2.080 5.774 1.265  0.43
H17 -2.865 5.662 -0.340  0.38
H18 -3.767 3.590 0.204  0.49
H19 -2.114 2.851 0.548  -0.37
H20 -4.067 2.934 2.486  0.37
H21 -3.474 4.608 2.746  0.36
H22 -1.401 2.216 2.561  -0.07
H23 -2.433 2.342 4.044  0.41
H24 0.314 2.466 3.814  0.28
H25 0.284 3.691 5.169  0.35
H26 0.896 4.164 3.518  0.11
H27 1.510 2.275 -3.120  0.50
H28 1.119 -0.053 -3.327  0.35
H29 2.446 -1.268 -3.496  0.60
H30 1.254 -2.809 -1.669  0.32
H31 0.326 -2.553 -3.189  0.42
H32 -0.242 -0.998 -0.513  0.18
H33 -1.060 -0.737 -2.124  -0.11
H34 -1.732 -3.314 -2.048  0.30
H35 -1.359 -3.190 -0.216  0.30
H36 -3.124 -1.219 -1.858  0.33
H37 -2.847 -1.149 -0.076  0.29
H38 -5.801 -2.891 0.259  0.09
H39 -5.890 -2.236 -1.422  0.25
H40 -5.216 -1.205 -0.001  0.29
H41 6.135 -0.999 -2.665  0.32
H42 7.189 -3.154 -3.716  0.42
H43 5.801 -5.407 -3.267  0.36
H44 3.696 -5.211 -1.865  0.36
F3 -9.102 -6.333 3.331  -0.31
C31 -8.197 -6.490 2.351  0.35
C32 -8.328 -7.546 1.468  -0.42
C33 -7.394 -7.704 0.452  -0.28
C34 -6.335 -6.811 0.337  -0.66
C35 -6.212 -5.756 1.234  -0.32
C36 -7.151 -5.590 2.244  -0.45
H45 -9.155 -8.237 1.578  0.41
H46 -7.492 -8.524 -0.250  0.36
H47 -5.605 -6.937 -0.453  0.38
H48 -5.384 -5.062 1.146  0.52
H49 -7.077 -4.769 2.947  0.40

***

No. 3
Entry from OMol25: a molecular structure, C36H49MnN5O2S5Si4 (ωB97M-V/def2-TZVPD).

Properties
Relative energy (zero: lowest compared OMol25 entry of this formula, charge and spin) (eV): 2.6829
Orbital gap (alpha / beta) (eV): 4.21 / 6.11
Total charge: -2
Lowest unoccupied orbital energy (alpha / beta) (eV): 3.87 / 3.41
Spin multiplicity: 6

Last column: Mulliken charge in e.
Cartesian coordinates (Å):
Mn1 0.291 0.028 -0.080  -0.60
C1 2.965 -3.302 -0.233  -2.12
C2 2.082 -2.130 -0.525  0.37
N1 1.229 -1.616 0.371  2.60
N2 1.237 -1.990 1.684  -1.33
C3 0.431 -1.196 2.342  -0.36
O1 -0.284 -0.257 1.771  -0.04
C4 0.383 -1.299 3.817  0.50
C5 1.180 -2.210 4.512  -0.55
C6 1.136 -2.267 5.896  -0.75
C7 0.297 -1.417 6.609  -0.45
C8 -0.495 -0.508 5.922  -0.99
C9 -0.454 -0.447 4.536  -0.05
C10 2.085 -1.435 -1.743  0.10
C11 2.863 -1.773 -2.883  -1.11
C12 2.832 -0.973 -3.990  -0.69
C13 2.026 0.185 -4.002  -1.36
C14 1.278 0.462 -2.883  -0.54
N3 1.271 -0.314 -1.793  1.36
H1 2.817 -3.615 0.798  0.32
H2 4.021 -3.051 -0.374  0.47
H3 2.738 -4.149 -0.889  0.35
H4 1.830 -2.861 3.944  0.45
H5 1.760 -2.978 6.425  0.40
H6 0.265 -1.463 7.692  0.37
H7 -1.151 0.160 6.468  0.41
H8 -1.061 0.262 3.986  0.36
H9 3.485 -2.659 -2.855  0.48
H10 3.440 -1.219 -4.853  0.42
H11 2.022 0.871 -4.836  0.56
H12 0.671 1.357 -2.817  0.88
O2 -0.653 1.758 -0.264  -0.30
C15 -0.629 2.676 0.658  0.25
C16 -1.714 3.589 0.719  -0.43
C17 -1.804 4.570 1.675  -0.62
C18 -0.803 4.716 2.640  -1.13
C19 0.276 3.859 2.593  -0.40
C20 0.393 2.845 1.638  0.42
C21 1.608 2.039 1.603  -0.33
N4 1.969 1.216 0.634  1.01
C22 3.215 0.729 0.955  -0.06
C23 3.612 1.249 2.142  -1.69
N5 2.582 2.077 2.546  0.24
H13 -2.493 3.466 -0.024  0.19
H14 -2.661 5.235 1.676  0.37
H15 -0.857 5.493 3.391  0.40
H16 1.074 4.006 3.315  0.23
H17 3.722 0.029 0.314  0.59
H18 4.501 1.110 2.730  0.48
H19 2.518 2.555 3.426  0.23
C24 5.034 4.512 1.328  -1.27
S1 3.514 4.471 0.356  0.25
C25 4.152 4.190 -1.233  -0.06
C26 3.257 4.059 -2.309  0.05
S2 1.600 4.132 -2.127  -0.24
S3 4.054 3.778 -3.851  -0.13
C27 5.665 4.242 -3.311  -0.11
S4 6.987 4.568 -4.291  -0.48
S5 5.838 4.017 -1.557  -0.14
H20 4.722 4.702 2.356  0.36
H21 5.701 5.307 0.998  0.49
H22 5.553 3.554 1.289  0.32
C28 -3.498 1.721 -2.175  -0.87
Si1 -2.815 0.050 -2.723  0.93
C29 -1.773 0.414 -4.258  -1.25
C30 -4.280 -0.954 -3.397  -1.27
Si2 -1.707 -1.058 -0.978  -0.39
Si3 -3.293 -1.100 0.750  0.50
C31 -5.053 -1.557 0.196  -1.13
C32 -2.837 -2.407 2.040  -0.88
C33 -3.491 0.566 1.609  -0.49
Si4 -1.565 -3.291 -1.687  0.61
C34 -0.723 -4.431 -0.440  -0.91
C35 -3.244 -4.132 -1.970  -1.21
C36 -0.633 -3.420 -3.326  -0.86
H23 -4.130 2.147 -2.961  0.61
H24 -2.658 2.396 -1.988  -0.09
H25 -4.087 1.653 -1.257  0.23
H26 -2.446 0.618 -5.099  0.46
H27 -1.120 -0.415 -4.537  0.23
H28 -1.148 1.297 -4.112  0.32
H29 -4.930 -0.292 -3.982  0.41
H30 -4.882 -1.419 -2.614  0.29
H31 -3.922 -1.742 -4.066  0.30
H32 -5.088 -2.507 -0.344  0.26
H33 -5.474 -0.782 -0.453  0.23
H34 -5.699 -1.642 1.077  0.37
H35 -3.129 -3.402 1.686  0.34
H36 -3.366 -2.217 2.981  0.39
H37 -1.765 -2.424 2.250  0.06
H38 -4.044 1.268 0.979  0.25
H39 -2.523 1.009 1.840  -0.35
H40 -4.053 0.440 2.542  0.48
H41 -1.327 -4.514 0.468  0.24
H42 0.263 -4.067 -0.150  0.05
H43 -0.616 -5.435 -0.868  0.44
H44 -3.792 -4.224 -1.027  0.23
H45 -3.070 -5.145 -2.353  0.39
H46 -3.878 -3.604 -2.682  0.28
H47 0.383 -3.029 -3.237  0.20
H48 -1.143 -2.850 -4.109  0.21
H49 -0.573 -4.464 -3.654  0.43

***

No. 4
Entry from OMol25: a molecular structure, C36H50BN6O7P2PtSb in a non-equilibrium geometry (ωB97M-V/def2-TZVPD).

Properties
Relative energy (zero: lowest compared OMol25 entry of this formula, charge and spin) (eV): 0.0000
Orbital gap (alpha / beta) (eV): 7.48 / 7.48
Total charge: +2
Lowest unoccupied orbital energy (alpha / beta) (eV): -5.85 / -5.85

Last column: Mulliken charge in e.
Cartesian coordinates (Å):
Pt1 -0.066 -0.264 -0.113  0.70
C1 2.567 2.422 -1.209  -0.74
N1 2.496 2.674 0.231  0.71
C2 3.789 2.931 0.867  -0.94
P1 1.169 2.422 1.119  -1.12
O1 0.069 1.772 0.298  -0.23
O2 1.607 1.528 2.385  0.92
P2 1.029 0.150 2.966  -1.70
O3 -0.084 -0.424 2.142  0.57
N2 0.460 0.570 4.438  0.52
C3 1.342 1.260 5.382  -0.94
C4 -0.571 -0.242 5.091  -0.81
N3 2.341 -0.816 2.914  1.17
C5 2.162 -2.263 3.022  -0.93
C6 3.687 -0.360 3.253  -0.92
N4 0.578 3.740 1.871  0.54
C7 -0.264 4.647 1.084  -0.58
C8 1.336 4.420 2.924  -0.81
H1 3.130 1.512 -1.417  0.28
H2 3.057 3.270 -1.687  0.52
H3 1.566 2.331 -1.626  -0.07
H4 4.457 2.082 0.705  0.26
H5 3.676 3.083 1.939  0.28
H6 4.241 3.828 0.442  0.36
H7 2.120 1.811 4.856  0.21
H8 1.818 0.556 6.070  0.30
H9 0.757 1.972 5.964  0.34
H10 -1.150 -0.786 4.350  0.05
H11 -1.248 0.415 5.638  0.37
H12 -0.129 -0.949 5.798  0.28
H13 1.145 -2.543 2.752  0.09
H14 2.373 -2.620 4.034  0.31
H15 2.854 -2.758 2.336  0.26
H16 3.743 0.726 3.248  0.16
H17 4.390 -0.737 2.508  0.27
H18 3.989 -0.723 4.238  0.34
H19 -0.859 4.084 0.374  -0.17
H20 0.333 5.394 0.552  0.28
H21 -0.942 5.161 1.764  0.45
H22 1.872 3.702 3.540  0.08
H23 0.633 4.954 3.562  0.38
H24 2.046 5.142 2.510  0.29
C9 0.732 -4.303 -1.013  -1.89
C10 0.831 -2.872 -0.619  0.24
N5 -0.243 -2.227 -0.228  0.70
O4 -1.436 -2.883 -0.435  -0.71
C11 2.062 -2.159 -0.583  0.41
C12 3.410 -2.663 -0.973  -1.69
N6 1.925 -0.908 -0.174  1.22
O5 2.883 -0.160 0.008  -0.80
H25 -0.037 -4.809 -0.435  0.41
H26 1.683 -4.809 -0.882  0.56
H27 0.441 -4.365 -2.065  0.32
H28 -2.064 -2.517 0.214  0.38
H29 3.335 -3.565 -1.576  0.57
H30 4.040 -2.876 -0.106  0.23
H31 3.916 -1.886 -1.547  0.33
C13 -5.112 -0.868 -4.206  -0.75
C14 -5.356 0.348 -3.587  -0.75
C15 -4.620 0.721 -2.468  -0.64
C16 -3.638 -0.129 -1.974  1.13
C17 -3.393 -1.352 -2.595  -0.75
C18 -4.131 -1.719 -3.709  -0.74
Sb1 -2.602 0.370 -0.212  0.60
C19 -3.675 -0.828 1.158  1.09
C20 -5.065 -0.850 1.031  -0.99
C21 -5.821 -1.670 1.853  -0.83
C22 -5.199 -2.483 2.792  -0.68
C23 -3.818 -2.468 2.919  -1.05
C24 -3.053 -1.637 2.108  -0.15
C25 -3.177 2.349 0.128  1.11
C26 -3.840 2.701 1.298  -0.91
C27 -4.293 4.005 1.457  -0.69
C28 -4.089 4.941 0.453  -0.75
C29 -3.420 4.586 -0.713  -0.47
C30 -2.956 3.289 -0.877  -0.88
H32 -5.686 -1.156 -5.077  0.44
H33 -6.122 1.009 -3.970  0.47
H34 -4.822 1.674 -1.993  0.40
H35 -2.625 -2.020 -2.228  0.48
H36 -3.943 -2.669 -4.192  0.47
H37 -5.562 -0.237 0.287  0.45
H38 -6.899 -1.683 1.753  0.47
H39 -5.793 -3.130 3.424  0.43
H40 -3.334 -3.098 3.655  0.49
H41 -1.978 -1.597 2.240  0.47
H42 -4.014 1.970 2.079  0.49
H43 -4.818 4.284 2.361  0.46
H44 -4.457 5.951 0.576  0.42
H45 -3.266 5.318 -1.495  0.47
H46 -2.437 3.014 -1.790  0.43
O6 1.271 -0.096 -2.778  0.27
B1 0.088 0.077 -2.105  1.37
O7 -0.905 0.597 -2.896  -0.23
C31 -0.313 0.754 -4.148  0.57
C32 -0.879 1.221 -5.311  -1.30
C33 -0.038 1.259 -6.420  -0.63
C34 1.290 0.847 -6.346  -0.75
C35 1.845 0.371 -5.161  -1.00
C36 1.002 0.337 -4.075  0.29
H47 -1.914 1.532 -5.357  0.56
H48 -0.428 1.615 -7.364  0.47
H49 1.907 0.895 -7.233  0.44
H50 2.874 0.046 -5.097  0.58

***

- Among the records above, which one has the highest total charge?
  C36H50BN6O7P2PtSb

***

- What is the formula in the third record?
  C36H49MnN5O2S5Si4

***

- Look up the total charge of the fourth one.
  +2

***

- Which of these has the highest total charge?
  C36H50BN6O7P2PtSb